# CH5IN4O

CH5IN4O as an isolated structure at a distorted geometry (ωB97M-V/def2-TZVPD, the Open Molecules 2025 dataset).

Structure (XYZ):
```
12
Properties=species:S:1:pos:R:3
C -1.58 -0.44 -0.01
N -0.57 -1.27 -0.22
N -1.54 0.88 -0.07
N 0.68 -1.11 0.07
N -0.70 1.79 -0.14
O -2.76 -1.03 0.17
I -4.40 0.02 0.15
H -1.01 -2.11 -0.61
H 0.82 -0.46 0.93
H 1.29 -1.92 -0.11
H -1.01 2.81 -0.36
H 0.16 1.87 0.40
```

Properties
- Kohn-Sham gap (alpha / beta): 0.2193 / 0.2067 hartree
- Electronic energy: -17202.5800 eV
- Lowest unoccupied orbital energy (alpha / beta): -0.4300 / -0.4433 Eh
- Total charge: +2